ORCA calculation (the ωB97M-V functional and the def2-TZVPD basis) on a cluster of 17 separate species, C51H102O17 in total.

Geometry as XYZ:
```
170
C51H102O17 the ωB97M-V functional and the def2-TZVPD basis
C 2.80 5.50 1.92
C 2.42 4.68 0.66
O 2.53 5.05 -0.47
C 1.53 3.45 0.90
H 3.06 6.52 1.65
H 3.77 5.13 2.28
H 1.96 5.50 2.61
H 1.25 2.93 -0.01
H 0.60 3.83 1.31
H 1.99 2.71 1.56
C -2.04 0.14 -5.03
C -0.71 0.83 -4.70
O -0.63 1.66 -3.79
C 0.48 0.47 -5.64
H -2.60 0.99 -5.43
H -2.57 -0.15 -4.12
H -1.93 -0.61 -5.81
H 1.24 -0.05 -5.05
H 0.97 1.33 -6.10
H 0.19 -0.27 -6.38
C 4.19 3.70 -3.66
C 3.33 2.45 -3.76
O 3.68 1.40 -4.24
C 2.05 2.53 -2.88
H 4.63 4.09 -4.58
H 4.88 3.44 -2.86
H 3.60 4.53 -3.28
H 2.08 3.07 -1.93
H 1.72 1.57 -2.49
H 1.25 2.88 -3.53
C -0.38 -0.27 -0.69
C -0.12 0.37 0.58
O -0.73 1.26 1.01
C 1.15 -0.09 1.26
H 0.51 -0.35 -1.31
H -1.15 0.31 -1.19
H -0.72 -1.28 -0.45
H 1.50 -1.01 0.80
H 1.07 -0.32 2.33
H 1.92 0.66 1.03
C -1.22 5.91 -0.26
C -2.34 4.88 -0.23
O -3.26 4.98 0.57
C -2.28 3.66 -1.15
H -0.34 5.49 -0.74
H -1.06 6.41 0.70
H -1.58 6.72 -0.90
H -2.88 3.93 -2.02
H -2.63 2.75 -0.68
H -1.27 3.53 -1.56
C 0.75 2.33 3.87
C 1.13 1.11 4.68
O 1.95 0.25 4.28
C 0.32 0.94 5.94
H 0.26 3.09 4.47
H 0.19 2.11 2.96
H 1.68 2.69 3.41
H 0.46 -0.03 6.42
H -0.70 1.20 5.66
H 0.72 1.77 6.51
C -3.69 -3.40 0.48
C -4.17 -2.00 0.45
O -3.45 -1.00 0.39
C -5.68 -1.90 0.29
H -2.99 -3.47 1.31
H -3.10 -3.71 -0.38
H -4.61 -3.99 0.47
H -6.20 -2.64 0.91
H -5.84 -2.11 -0.76
H -5.87 -0.86 0.57
C 6.12 -3.95 -0.18
C 6.24 -2.39 -0.10
O 5.26 -1.66 -0.30
C 7.55 -1.78 0.31
H 5.51 -4.36 0.62
H 7.09 -4.38 0.08
H 5.81 -4.41 -1.11
H 8.35 -2.15 -0.33
H 7.57 -2.04 1.37
H 7.51 -0.70 0.24
C 6.52 2.42 0.12
C 5.14 1.97 0.50
O 4.15 2.19 -0.25
C 5.12 1.03 1.77
H 6.51 2.90 -0.86
H 7.12 1.51 0.10
H 6.88 3.12 0.88
H 4.09 0.75 1.98
H 5.34 1.57 2.69
H 5.71 0.12 1.72
C -2.36 -3.88 -4.88
C -1.28 -3.37 -3.93
O -0.32 -2.72 -4.25
C -1.52 -3.71 -2.47
H -3.21 -3.20 -4.89
H -2.66 -4.88 -4.57
H -1.87 -3.86 -5.85
H -2.11 -2.84 -2.19
H -0.57 -3.69 -1.95
H -1.95 -4.71 -2.37
C -5.46 1.52 -0.41
C -6.96 1.67 -0.22
O -7.72 0.99 -0.83
C -7.38 2.90 0.66
H -5.03 2.50 -0.64
H -5.40 0.80 -1.22
H -5.05 1.13 0.52
H -7.23 2.57 1.69
H -8.46 2.94 0.61
H -6.85 3.80 0.36
C -2.50 3.48 3.18
C -3.61 2.39 3.08
O -4.77 2.67 2.68
C -3.30 0.92 3.38
H -1.80 3.31 4.00
H -3.07 4.38 3.39
H -1.97 3.54 2.23
H -3.18 0.85 4.46
H -2.36 0.67 2.90
H -4.06 0.21 3.05
C -5.07 2.98 -4.31
C -5.31 3.94 -5.45
O -6.03 3.73 -6.39
C -4.58 5.25 -5.34
H -4.17 2.40 -4.52
H -5.90 2.28 -4.18
H -4.89 3.57 -3.41
H -5.02 5.91 -4.60
H -4.69 5.70 -6.32
H -3.53 5.08 -5.10
C 1.34 -3.38 4.08
C 2.52 -3.03 4.94
O 2.40 -3.01 6.18
C 3.71 -2.60 4.20
H 1.05 -2.38 3.74
H 0.54 -3.84 4.66
H 1.65 -3.91 3.18
H 4.06 -1.65 4.60
H 3.47 -2.43 3.15
H 4.46 -3.37 4.33
C 3.22 -6.44 0.89
C 2.12 -6.24 -0.16
O 2.10 -6.82 -1.26
C 1.09 -5.13 0.23
H 4.18 -6.59 0.40
H 3.12 -7.32 1.53
H 3.28 -5.49 1.41
H 1.55 -4.16 0.42
H 0.59 -5.56 1.10
H 0.39 -4.99 -0.59
C 2.68 -1.20 -3.13
C 2.42 -2.56 -2.49
O 1.77 -2.71 -1.42
C 2.88 -3.76 -3.24
H 3.00 -0.44 -2.41
H 1.68 -0.98 -3.51
H 3.34 -1.23 -4.00
H 3.97 -3.87 -3.18
H 2.50 -3.65 -4.26
H 2.46 -4.62 -2.72
C -2.30 -2.90 4.64
C -2.60 -4.42 4.69
O -2.82 -5.12 3.67
C -2.62 -5.05 6.02
H -2.42 -2.40 5.60
H -2.97 -2.47 3.89
H -1.26 -2.73 4.34
H -3.09 -4.39 6.74
H -1.66 -5.35 6.42
H -3.20 -5.98 5.96
```

The relative energy (zero: lowest compared OMol25 entry of this formula, charge and spin) is 394.3 kJ/mol. For the lowest unoccupied orbital energy, the calculation gives 0.234 eV. As for the spin multiplicity: 1.

***

ORCA calculation (the ωB97M-V functional and the def2-TZVPD basis) on a structure of composition C51H107N5O17S3.

Geometry as XYZ:
```
183
C51H107N5O17S3 the ωB97M-V functional and the def2-TZVPD basis
C 13.63 15.40 19.05
C 12.42 16.19 18.58
O 12.49 16.34 17.12
S 14.01 16.15 16.62
O 14.53 17.48 16.41
O 13.97 15.23 15.56
O 14.61 15.55 17.94
H 13.34 14.29 19.14
H 14.18 15.81 19.93
H 12.51 17.25 18.88
H 11.49 15.74 18.93
C 17.85 15.67 17.56
C 18.98 15.60 16.67
O 20.13 15.65 17.58
S 19.73 15.29 19.08
O 19.80 16.47 19.89
O 20.41 14.11 19.50
O 18.27 14.88 18.69
H 16.98 15.15 17.18
H 17.61 16.76 17.82
H 19.09 16.42 16.02
H 18.93 14.70 16.11
C 6.39 13.36 17.69
C 7.67 12.66 17.20
O 8.82 13.30 17.70
S 8.37 14.13 18.98
O 9.09 15.36 19.06
O 8.36 13.20 20.10
O 6.93 14.45 18.46
H 5.76 12.68 18.36
H 5.80 13.79 16.92
H 7.73 12.83 16.10
H 7.58 11.57 17.39
C 11.66 22.05 13.10
C 11.89 20.62 12.56
C 13.32 20.27 13.03
C 13.58 18.80 12.74
C 12.45 17.87 13.31
C 11.02 18.27 12.94
N 10.91 19.69 13.11
O 9.66 20.23 12.74
C 10.83 17.69 11.50
C 9.98 17.64 13.93
C 11.88 20.71 10.99
H 12.49 22.69 12.83
H 11.54 21.94 14.23
H 10.78 22.51 12.72
H 14.12 20.85 12.47
H 13.37 20.42 14.11
H 14.53 18.51 13.14
H 13.81 18.63 11.69
H 12.51 17.87 14.37
H 12.57 16.76 13.08
H 11.51 18.02 10.73
H 10.72 16.62 11.57
H 9.87 17.96 10.99
H 9.89 16.59 13.77
H 10.32 17.87 14.90
H 9.02 18.12 13.86
H 12.56 21.57 10.66
H 10.89 20.94 10.66
H 12.27 19.78 10.52
H 9.50 19.74 11.88
C 18.94 10.24 17.34
C 18.21 10.43 16.02
C 17.51 9.11 15.78
C 16.19 8.91 16.61
C 15.30 10.16 16.45
C 15.99 11.46 16.91
N 17.20 11.55 16.01
O 17.76 12.81 16.06
C 15.12 12.67 16.61
C 16.25 11.49 18.40
C 19.17 10.65 14.86
H 19.28 11.17 17.72
H 19.85 9.62 17.14
H 18.35 9.81 18.11
H 17.27 9.05 14.73
H 18.26 8.35 15.86
H 16.37 8.96 17.70
H 15.88 7.93 16.32
H 14.39 9.97 17.00
H 15.07 10.34 15.44
H 15.59 13.54 17.07
H 15.06 12.87 15.56
H 14.16 12.48 17.11
H 16.48 10.55 18.81
H 17.10 12.17 18.57
H 15.35 11.94 18.93
H 18.52 10.68 13.92
H 19.77 9.75 14.71
H 19.80 11.54 14.86
H 18.16 12.97 16.94
C 16.40 17.12 12.21
C 17.73 16.67 12.83
C 18.82 17.16 11.88
C 19.05 18.70 11.92
C 19.34 19.15 13.35
C 18.21 18.73 14.37
N 17.92 17.29 14.20
O 16.82 16.96 14.99
C 18.68 18.95 15.82
C 16.97 19.64 14.20
C 17.82 15.19 12.96
H 16.44 18.22 12.09
H 15.62 16.79 12.89
H 16.23 16.64 11.23
H 19.75 16.88 12.30
H 18.66 16.73 10.91
H 18.30 19.26 11.37
H 19.97 18.86 11.33
H 19.44 20.24 13.39
H 20.31 18.76 13.70
H 17.96 18.79 16.64
H 19.54 18.37 16.07
H 18.91 20.05 15.88
H 16.18 19.23 14.86
H 17.18 20.64 14.63
H 16.66 19.82 13.19
H 18.90 14.87 13.05
H 17.59 14.78 12.02
H 17.25 14.81 13.85
H 16.02 17.51 14.80
C 17.57 18.99 19.95
C 16.15 19.09 20.63
C 16.09 20.32 21.50
C 15.85 21.62 20.75
C 14.61 21.53 19.85
C 14.66 20.27 18.89
N 14.91 19.16 19.84
O 14.59 17.90 19.25
C 13.29 20.05 18.33
C 15.74 20.41 17.85
C 16.03 17.89 21.56
H 18.30 18.77 20.71
H 17.90 19.90 19.42
H 17.55 18.19 19.24
H 15.33 20.30 22.25
H 17.02 20.36 22.07
H 16.70 21.86 20.16
H 15.81 22.48 21.42
H 14.55 22.50 19.34
H 13.72 21.43 20.44
H 13.27 19.54 17.36
H 12.70 19.50 19.07
H 12.70 21.01 18.10
H 16.61 20.84 18.22
H 15.93 19.36 17.37
H 15.48 21.13 17.09
H 16.87 17.94 22.37
H 16.24 16.96 21.06
H 15.02 17.79 22.01
H 15.21 17.77 18.46
C 15.28 11.67 12.34
C 14.02 12.37 11.87
C 14.16 13.89 12.10
C 13.16 14.68 11.26
C 13.24 14.31 9.79
C 13.15 12.87 9.47
N 14.13 12.20 10.38
O 14.01 10.79 10.20
C 11.71 12.42 9.59
C 13.60 12.52 7.98
C 12.80 11.69 12.54
H 15.35 10.60 12.06
H 15.36 11.72 13.41
H 16.17 12.22 11.96
H 14.03 14.20 13.16
H 15.20 14.16 11.77
H 13.22 15.78 11.30
H 12.09 14.54 11.62
H 14.25 14.64 9.56
H 12.46 14.82 9.20
H 11.51 11.32 9.50
H 11.31 12.59 10.60
H 11.17 12.93 8.78
H 12.95 13.06 7.31
H 14.64 12.79 7.80
H 13.62 11.45 7.81
H 13.10 11.16 13.46
H 12.44 10.94 11.87
H 11.97 12.30 12.80
H 14.83 10.54 9.69
```

For the lowest unoccupied orbital energy, the calculation gives 0.171 eV. As for the spin multiplicity: 1.